C3H11NO3S2 | ωB97M-V/def2-TZVPD

Its structure (SMILES) is N[C@H](C=O)CSS.O.O. The calculated total energy is -32589.91569 eV. As for the highest occupied orbital energy: -8.7 eV. The calculation puts the LUMO energy at 0.575 eV. The energy above the lowest of the compared OMol25 structures with the same formula, charge and spin comes out at 78.8 kcal/mol. As for the HOMO-LUMO gap: 9.3 eV.

Last column: Mulliken charge in e.
CARTESIAN COORDINATES (ANGSTROEM)
N -1.250 1.042 0.630  -0.52
C -1.315 -0.512 0.533  0.12
C -0.690 -0.976 1.841  -0.07
O 0.344 -1.580 1.879  -0.41
C -0.545 -0.924 -0.774  -0.68
S -0.238 -2.692 -0.979  -0.02
S 1.615 -2.890 -0.525  -0.21
H -2.240 1.353 0.671  0.22
H -0.661 1.396 0.048  0.27
H -2.415 -0.723 0.419  0.46
H -1.135 -0.436 2.825  0.25
H 0.375 -0.448 -0.470  -0.04
H -1.207 -0.674 -1.660  0.29
H 1.617 -3.416 0.832  0.16
H 0.743 3.483 1.088  0.28
H 1.340 3.188 -0.351  0.29
O 0.637 3.120 0.226  -0.60
H 1.503 0.129 -1.459  0.48
H 2.123 0.704 -2.764  0.31
O 1.400 0.854 -2.011  -0.59

=====

C3H11NO3S2 | ωB97M-V/def2-TZVPD

The calculated total energy is -32583.95199 eV. As for the highest occupied orbital energy: -5.3 eV. The calculation puts the LUMO energy at -1.612 eV. The energy above the lowest of the compared OMol25 structures with the same formula, charge and spin comes out at 216.4 kcal/mol. As for the HOMO-LUMO gap: 3.7 eV.

Last column: Mulliken charge in e.
CARTESIAN COORDINATES (ANGSTROEM)
C 2.906 -1.056 -0.275  -0.95
C 2.646 0.490 -0.114  -0.46
N 1.289 0.651 0.546  -0.32
S 0.237 1.331 -0.650  0.11
C -1.478 1.237 -0.042  -0.64
S -2.235 -0.430 -0.248  0.88
O -2.075 -1.136 1.041  -0.53
O -1.605 -1.190 -1.359  -0.62
H 2.021 -1.602 0.078  0.33
H 3.088 -1.238 -1.345  0.28
H 3.796 -1.346 0.296  0.31
H 3.411 0.958 0.522  0.40
H 2.654 1.012 -1.088  0.34
H 1.436 1.355 1.269  0.33
H 0.383 0.435 -1.696  0.31
H -1.549 1.529 1.021  0.37
H -2.102 1.965 -0.595  0.46
H -3.603 -0.258 -0.552  0.20
O -5.083 -1.307 1.504  -0.99
H -4.139 -1.400 1.687  0.20

=====

C3H11NO4 | ωB97M-V/def2-TZVPD

Its structure (SMILES) is CCNC(=O)O.O.O. The calculated total energy is -12970.32600 eV. As for the highest occupied orbital energy: -10.5 eV. The calculation puts the LUMO energy at 0.419 eV. The energy above the lowest of the compared OMol25 structures with the same formula, charge and spin comes out at 16.9 kcal/mol. As for the HOMO-LUMO gap: 10.9 eV.

Last column: Mulliken charge in e.
CARTESIAN COORDINATES (ANGSTROEM)
C -0.106 -0.189 2.143  -0.40
N 0.562 0.861 1.403  -0.14
C 0.376 1.023 0.076  0.54
O 0.715 2.287 -0.286  -0.50
O -0.026 0.185 -0.695  -0.60
C -1.312 0.253 2.916  -1.09
H 0.590 -0.719 2.806  0.35
H -0.283 -1.024 1.456  0.24
H 1.116 1.490 1.955  0.24
H 0.571 2.353 -1.238  0.35
H -1.669 -0.562 3.546  0.35
H -1.122 1.145 3.516  0.30
H -2.169 0.610 2.333  0.30
H 1.928 -1.410 -1.777  0.29
H 0.485 -1.624 -1.306  0.43
O 1.242 -2.078 -1.705  -0.65
H -1.334 -0.739 -2.666  0.32
H -0.504 -1.801 -3.456  0.33
O -1.354 -1.619 -3.046  -0.66

=====

C3H11NO4 | ωB97M-V/def2-TZVPD

Its structure (SMILES) is C[C@@H](N)C(=O)O.O.O. The calculated total energy is -12968.71774 eV. As for the highest occupied orbital energy: -9.3 eV. The calculation puts the LUMO energy at 0.427 eV. The energy above the lowest of the compared OMol25 structures with the same formula, charge and spin comes out at 54.0 kcal/mol. As for the HOMO-LUMO gap: 9.7 eV.

Last column: Mulliken charge in e.
CARTESIAN COORDINATES (ANGSTROEM)
O -0.993 -2.033 0.484  -0.57
C -0.931 -0.943 -0.071  0.32
O -0.852 -0.804 -1.485  -0.52
C -0.520 0.330 0.641  0.43
C 0.960 0.679 0.620  -1.12
N -1.350 1.397 0.087  -0.68
H -0.913 -1.776 -1.856  0.34
H -0.792 0.186 1.766  0.34
H 1.745 -0.273 0.483  0.18
H 1.282 1.411 -0.170  0.31
H 1.304 1.123 1.541  0.37
H -1.356 2.245 0.678  0.27
H -1.015 1.686 -0.891  0.33
H 0.574 -2.500 2.002  0.30
H 1.959 -2.109 2.349  0.30
O 1.039 -1.720 2.269  -0.58
H 0.322 1.176 -3.481  0.30
H -0.193 0.554 -2.186  0.34
O -0.271 1.370 -2.781  -0.66

=====

C3H11NOS | ωB97M-V/def2-TZVPD

The calculated total energy is -17658.93110 eV. As for the highest occupied orbital energy: -9.2 eV. The calculation puts the LUMO energy at -0.927 eV. The energy above the lowest of the compared OMol25 structures with the same formula, charge and spin comes out at 80.5 kcal/mol. As for the HOMO-LUMO gap: 8.3 eV.

Last column: Mulliken charge in e.
CARTESIAN COORDINATES (ANGSTROEM)
C 1.872 0.449 -1.514  -0.93
N 0.955 -0.058 -0.505  -0.27
C -0.485 0.259 -0.641  -0.93
C -1.525 -0.410 0.223  -0.56
S -3.235 0.297 -0.018  -0.22
H 2.842 0.131 -1.175  0.34
H 1.970 1.520 -1.471  0.33
H 1.685 0.076 -2.586  0.27
H 0.914 -1.085 -0.423  0.23
H -0.670 1.354 -0.664  0.40
H -0.721 0.117 -1.795  0.40
H -1.396 -1.481 0.159  0.37
H -1.275 -0.156 1.266  0.44
H -3.633 -0.761 1.608  0.13
H 0.641 -0.064 1.757  0.38
H 1.417 0.154 3.082  0.31
O 0.646 -0.342 2.697  -0.68

=====

C3H11NOS | ωB97M-V/def2-TZVPD

Its structure (SMILES) is CCS.NCO. The calculated total energy is -17661.73105 eV. As for the highest occupied orbital energy: -8.9 eV. The calculation puts the LUMO energy at 0.929 eV. The energy above the lowest of the compared OMol25 structures with the same formula, charge and spin comes out at 15.9 kcal/mol. As for the HOMO-LUMO gap: 9.8 eV.

Last column: Mulliken charge in e.
CARTESIAN COORDINATES (ANGSTROEM)
C -2.019 0.302 -1.097  -0.84
C -2.793 -0.875 -0.512  -0.52
S -3.721 -0.551 1.022  -0.22
H -1.478 0.797 -0.292  0.25
H -1.387 -0.113 -1.882  0.27
H -2.695 1.030 -1.566  0.34
H -2.052 -1.563 -0.088  0.25
H -3.362 -1.462 -1.220  0.38
H -4.609 0.320 0.519  0.10
N 3.661 0.816 1.053  -0.60
C 2.882 -0.071 0.238  -0.15
O 1.541 -0.042 0.704  -0.52
H 3.902 0.350 1.925  0.20
H 4.548 1.075 0.640  0.23
H 3.195 -1.116 0.225  0.25
H 2.884 0.276 -0.788  0.28
H 1.503 0.826 1.117  0.32

=====

C3H11NOS | ωB97M-V/def2-TZVPD

Its structure (SMILES) is C[C@H](N)CS.O. The calculated total energy is -17662.04435 eV. As for the highest occupied orbital energy: -8.6 eV. The calculation puts the LUMO energy at 0.821 eV. The energy above the lowest of the compared OMol25 structures with the same formula, charge and spin comes out at 8.7 kcal/mol. As for the HOMO-LUMO gap: 9.4 eV.

Last column: Mulliken charge in e.
CARTESIAN COORDINATES (ANGSTROEM)
C 0.389 -0.160 -2.425  -1.41
C 0.268 -0.580 -0.936  0.24
C 1.682 -0.616 -0.332  -0.74
S 1.696 -0.943 1.445  -0.28
N -0.652 0.272 -0.179  -0.55
H 0.997 -0.910 -2.941  0.38
H -0.619 -0.201 -2.834  0.36
H 0.829 0.820 -2.591  0.38
H -0.121 -1.572 -0.974  0.37
H 2.142 0.341 -0.549  0.33
H 2.154 -1.479 -0.780  0.35
H 0.465 -0.490 1.730  0.14
H -1.587 -0.089 -0.296  0.23
H -0.566 1.233 -0.473  0.21
H -4.575 3.091 0.558  0.32
H -4.799 2.357 1.853  0.32
O -4.226 2.362 1.082  -0.63

=====

C3H11NOS2 | ωB97M-V/def2-TZVPD

Its structure (SMILES) is CSSCCN.O. The calculated total energy is -28496.97031 eV. As for the highest occupied orbital energy: -7.8 eV. The calculation puts the LUMO energy at 0.667 eV. The energy above the lowest of the compared OMol25 structures with the same formula, charge and spin comes out at 14.4 kcal/mol. As for the HOMO-LUMO gap: 8.5 eV.

Last column: Mulliken charge in e.
CARTESIAN COORDINATES (ANGSTROEM)
N -0.686 -0.098 1.459  -0.64
C -0.925 0.415 0.116  -0.56
C -0.308 -0.554 -0.903  -0.61
S 1.497 -0.257 -0.715  -0.13
S 2.135 -2.191 -1.195  -0.02
C 3.853 -2.095 -0.757  -0.85
H -0.919 0.626 2.132  0.23
H 0.315 -0.148 1.612  0.26
H -1.988 0.604 0.038  0.41
H -0.423 1.400 -0.031  0.29
H -0.595 -1.586 -0.662  0.38
H -0.635 -0.302 -1.890  0.34
H 4.422 -1.375 -1.342  0.31
H 3.933 -2.017 0.331  0.29
H 4.320 -3.056 -1.157  0.28
H -5.335 3.490 1.417  0.31
H -4.203 3.897 0.443  0.32
O -4.459 3.248 1.103  -0.63

=====

C3H11NOS2 | ωB97M-V/def2-TZVPD

The calculated total energy is -28491.58071 eV. As for the highest occupied orbital energy: -8.0 eV. The calculation puts the LUMO energy at -4.259 eV. The energy above the lowest of the compared OMol25 structures with the same formula, charge and spin comes out at 138.7 kcal/mol. As for the HOMO-LUMO gap: 3.7 eV.

Last column: Mulliken charge in e.
CARTESIAN COORDINATES (ANGSTROEM)
S -0.131 -2.435 -0.971  -0.06
S 1.189 -2.145 0.501  0.15
C 0.931 -0.438 1.030  -0.49
C 1.543 0.685 0.163  -0.54
C 1.086 0.661 -1.323  -0.53
N -0.301 1.031 -1.452  -0.47
H -4.425 -2.787 1.029  0.04
H -4.026 -3.375 0.859  -0.04
H 1.378 -0.452 2.026  0.38
H 1.051 1.599 0.537  0.34
H 2.627 0.632 0.159  0.40
H 1.753 1.326 -1.889  0.24
H 1.236 -0.332 -1.752  0.24
H -0.817 0.182 -1.640  0.30
H -0.711 1.499 -0.570  0.37
H -0.131 -0.190 1.144  0.34
H -1.469 2.504 1.319  0.16
O -0.782 2.035 0.828  -0.83

=====

C3H11NOS2 | ωB97M-V/def2-TZVPD

Its structure (SMILES) is CSSCCN.O. The calculated total energy is -28496.28953 eV. As for the highest occupied orbital energy: -8.6 eV. The calculation puts the LUMO energy at 0.544 eV. The energy above the lowest of the compared OMol25 structures with the same formula, charge and spin comes out at 30.1 kcal/mol. As for the HOMO-LUMO gap: 9.2 eV.

Last column: Mulliken charge in e.
CARTESIAN COORDINATES (ANGSTROEM)
N -1.117 -1.910 -0.860  -0.56
C 0.016 -1.054 -1.357  -0.22
C -0.663 0.300 -1.371  -0.70
S -0.885 1.056 0.253  -0.07
S 0.903 1.507 1.104  -0.06
C 0.772 3.499 1.096  -0.77
H -1.457 -1.567 0.079  0.24
H -0.935 -2.876 -0.806  0.19
H 0.146 -1.381 -2.388  0.33
H 0.919 -1.043 -0.630  0.16
H -1.548 0.284 -2.093  0.36
H -0.039 1.087 -1.994  0.27
H 0.407 3.841 0.092  0.24
H 1.690 3.994 1.448  0.31
H 0.005 3.702 1.897  0.27
H 0.566 -3.832 1.459  0.32
H 0.970 -2.514 2.036  0.29
O 0.250 -3.094 2.035  -0.62

=====

C3H11NS | ωB97M-V/def2-TZVPD

Its structure (SMILES) is CNC.CS. The calculated total energy is -15613.60151 eV. As for the highest occupied orbital energy: -8.3 eV. The calculation puts the LUMO energy at 0.975 eV. The energy above the lowest of the compared OMol25 structures with the same formula, charge and spin comes out at 26.5 kcal/mol. As for the HOMO-LUMO gap: 9.3 eV.

Last column: Mulliken charge in e.
CARTESIAN COORDINATES (ANGSTROEM)
C -0.686 2.476 0.185  -0.69
S 0.699 1.613 -0.806  -0.19
H -1.104 3.120 -0.570  0.33
H -0.146 3.057 0.924  0.24
H -1.256 1.680 0.633  0.19
C -0.691 -1.305 1.441  -0.61
N 0.393 -1.761 0.537  -0.23
C -0.125 -2.561 -0.554  -0.94
H -0.572 -0.225 1.532  0.06
H -0.694 -1.694 2.464  0.30
H -1.651 -1.536 0.987  0.28
H -0.183 1.289 -1.771  0.10
H 1.103 -2.210 1.095  0.20
H -0.926 -2.041 -1.073  0.32
H 0.691 -2.777 -1.246  0.29
H -0.546 -3.531 -0.242  0.35

=====

C3H11NS2 | ωB97M-V/def2-TZVPD

Its structure (SMILES) is CCN.CSS. The calculated total energy is -26449.66625 eV. As for the highest occupied orbital energy: -8.9 eV. The calculation puts the LUMO energy at 0.598 eV. The energy above the lowest of the compared OMol25 structures with the same formula, charge and spin comes out at 6.8 kcal/mol. As for the HOMO-LUMO gap: 9.5 eV.

Last column: Mulliken charge in e.
CARTESIAN COORDINATES (ANGSTROEM)
C 0.927 -0.313 2.391  -0.04
S 1.696 1.191 3.030  -0.07
S 2.421 2.178 1.379  -0.23
H 0.712 -0.275 1.336  -0.35
H -0.019 -0.413 2.910  0.28
H 1.621 -1.132 2.552  0.30
H 1.526 3.165 1.300  0.16
C -0.908 0.198 -2.363  -1.14
C -0.298 -0.621 -1.250  0.08
N -1.288 -1.260 -0.370  -0.55
H -1.425 1.092 -2.017  0.31
H -0.186 0.535 -3.107  0.31
H -1.656 -0.388 -2.905  0.30
H 0.241 -1.463 -1.689  0.22
H 0.372 -0.104 -0.565  0.00
H -1.747 -0.641 0.284  0.21
H -1.989 -1.748 -0.915  0.22

=====

C3H11NS2 | ωB97M-V/def2-TZVPD

Its structure (SMILES) is CNC.CSS. The calculated total energy is -26448.89344 eV. As for the highest occupied orbital energy: -7.7 eV. The calculation puts the LUMO energy at 0.425 eV. The energy above the lowest of the compared OMol25 structures with the same formula, charge and spin comes out at 24.6 kcal/mol. As for the HOMO-LUMO gap: 8.1 eV.

Last column: Mulliken charge in e.
CARTESIAN COORDINATES (ANGSTROEM)
C 2.338 0.447 1.020  -0.77
S 1.155 0.958 -0.261  -0.13
S 1.044 -0.626 -1.595  -0.19
H 3.331 0.692 0.632  0.32
H 2.161 1.011 1.927  0.30
H 2.440 -0.637 1.164  0.29
H 1.068 0.204 -2.661  0.17
C -2.788 -0.445 -0.182  -0.93
N -1.745 -0.030 0.690  0.00
C -1.916 -0.436 2.063  -0.88
H -2.978 -1.536 -0.152  0.29
H -2.479 -0.246 -1.215  0.28
H -3.706 0.144 -0.003  0.28
H -0.808 0.246 0.408  0.14
H -1.840 -1.529 2.160  0.29
H -1.230 0.023 2.774  0.27
H -2.960 -0.230 2.340  0.27